--- i ---
Molecular formula: C3H8N2S2
Method: DFT, ωB97M-V/def2-TZVPD

Element x y z (Å)
C -0.137 -0.086 1.973
C -0.804 0.935 1.004
C 0.850 -0.049 -1.083
H -0.934 -0.753 2.601
H 0.663 0.534 2.721
H 0.614 -0.712 1.031
H -1.520 0.498 0.533
H -1.195 1.728 1.655
H 2.646 -0.045 -0.601
H 0.416 -1.673 -1.988
H -1.230 0.095 -3.062
N 1.982 -0.622 -1.146
N -0.176 -0.894 -1.434
S 0.482 1.440 -0.242
S -1.658 -0.397 -1.960

Its HOMO energy is -9.14 eV. As for the gap between HOMO and LUMO: 9.83 eV. As for the charge: 0.


--- ii ---
Molecular formula: C3H8N2S2
Method: DFT, ωB97M-V/def2-TZVPD

Element x y z (Å)
C 2.895 -0.284 -0.500
C -0.928 -1.012 -0.592
C -1.236 0.496 1.214
N 2.618 -1.532 -0.595
N -0.784 0.321 0.013
S 2.014 1.184 -1.059
S 4.454 0.046 0.324
H -1.982 -1.088 -0.870
H -0.401 -0.950 -1.584
H -0.663 -1.823 0.013
H -1.365 1.536 1.641
H -1.632 -0.072 1.982
H 0.934 0.422 -0.551
H 1.720 -1.830 -1.042
H 4.340 1.393 0.052

Its HOMO energy is -9.26 eV. As for the gap between HOMO and LUMO: 9.54 eV. As for the charge: 0. Its SMILES is N=C(S)S.C=NC.


We find ii to be the most stable, with the next structure 60.4 kJ/mol higher.


--- i ---
Molecular formula: C20H21GaN6O8S
Method: DFT, ωB97M-V/def2-TZVPD

Element x y z (Å)
Ga -0.649 0.417 0.626
O -0.928 -1.463 0.020
N -0.925 -1.614 -1.256
N -0.955 -0.527 -1.905
O -1.016 0.648 -1.326
C -0.940 -0.569 -3.341
C -0.567 -1.731 -4.000
C -0.573 -1.738 -5.384
C -0.940 -0.601 -6.093
C -1.302 0.551 -5.413
C -1.304 0.576 -4.027
H -0.277 -2.605 -3.436
H -0.283 -2.637 -5.912
H -0.939 -0.615 -7.175
H -1.587 1.439 -5.961
H -1.581 1.462 -3.476
C 1.656 3.585 0.673
C 0.184 3.548 0.866
N -0.604 2.484 0.867
C -1.887 2.925 1.078
C -1.883 4.278 1.210
N -0.567 4.644 1.071
C -2.913 5.321 1.454
O -4.152 4.910 1.585
O -2.569 6.478 1.510
C -2.977 1.913 1.140
O -4.134 2.278 1.349
O -2.572 0.715 0.982
H 1.914 3.318 -0.352
H 2.139 2.865 1.330
H 2.038 4.581 0.884
H -0.258 5.603 1.128
H -4.230 3.906 1.507
C 1.293 -3.923 2.753
C 2.016 -3.236 1.649
C 2.989 -3.831 0.888
C 3.592 -3.078 -0.126
N 3.226 -1.834 -0.398
C 2.257 -1.275 0.331
S 1.752 0.316 -0.037
N 1.698 -1.956 1.365
C 4.669 -3.664 -0.983
H 1.753 -4.887 2.952
H 0.250 -4.073 2.471
H 1.272 -3.308 3.651
H 3.283 -4.852 1.082
H 0.986 -1.451 1.925
H 5.230 -4.431 -0.452
H 5.335 -2.878 -1.328
H 4.213 -4.125 -1.862
C -2.031 0.005 3.920
C -0.761 -0.655 3.455
O -0.255 -1.582 4.059
O -0.168 -0.161 2.383
H -2.323 -0.412 4.879
H -2.823 -0.135 3.186
H -1.871 1.080 4.016

Its HOMO energy is -8.82 eV. As for the gap between HOMO and LUMO: 8.63 eV. As for the charge: 0.


--- ii ---
Molecular formula: C20H21GaN6O8S
Method: DFT, ωB97M-V/def2-TZVPD

Element x y z (Å)
Ga 0.146 -0.757 0.372
O -0.042 -2.419 -0.641
N -0.272 -2.250 -1.895
N -0.005 -1.083 -2.305
O 0.458 -0.141 -1.526
C -0.266 -0.752 -3.680
C -0.245 -1.743 -4.645
C -0.526 -1.394 -5.956
C -0.810 -0.075 -6.286
C -0.815 0.901 -5.301
C -0.541 0.568 -3.983
H -0.020 -2.763 -4.369
H -0.516 -2.156 -6.723
H -1.025 0.190 -7.312
H -1.039 1.928 -5.553
H -0.546 1.307 -3.196
C 1.826 1.966 2.609
C 0.572 2.125 1.830
N -0.029 1.209 1.093
C -1.199 1.757 0.631
C -1.305 3.037 1.078
N -0.176 3.244 1.832
C -2.299 4.130 0.920
O -3.361 3.868 0.193
O -2.083 5.195 1.451
C -2.151 0.857 -0.078
O -3.193 1.327 -0.541
O -1.779 -0.355 -0.099
H 2.699 2.215 2.006
H 1.913 0.930 2.930
H 1.803 2.615 3.484
H 0.010 4.113 2.313
H -3.349 2.921 -0.173
C 5.766 -2.898 3.631
C 4.568 -3.053 2.755
C 3.836 -4.189 2.614
C 2.727 -4.159 1.739
N 2.387 -3.082 1.063
C 3.081 -1.955 1.228
S 2.670 -0.507 0.451
N 4.171 -1.965 2.052
C 1.863 -5.361 1.566
H 5.989 -3.834 4.134
H 5.587 -2.132 4.387
H 6.635 -2.600 3.044
H 4.095 -5.083 3.160
H 4.669 -1.090 2.151
H 2.446 -6.281 1.600
H 1.311 -5.290 0.633
H 1.146 -5.373 2.391
C -1.224 -3.432 2.304
C -0.035 -2.594 2.715
O 0.744 -2.943 3.580
O 0.058 -1.442 2.097
H -1.282 -4.338 2.902
H -1.135 -3.680 1.246
H -2.138 -2.850 2.416

Its HOMO energy is -8.65 eV. As for the gap between HOMO and LUMO: 8.22 eV. As for the charge: 0.


We find i to be the most stable, with the next structure 66.0 kJ/mol higher.